Computed, not measured: 9 unconnected molecules or ions with the total composition C51H128N8O17 in a non-equilibrium geometry, with ωB97M-V/def2-TZVPD.

Energy ... -3736.5150 Ha
Highest occupied orbital energy ... -8.56 eV
E_LUMO ... 0.29 eV

The geometry in ORCA input format:
```
! RIJCOSX wB97M-V def2-TZVPD def2/J DEFGRID3
* xyz 0 1
C 23.05837 -1.82713 -13.23348
O 22.45166 -2.96878 -13.78246
C 23.49769 -3.68096 -14.47429
C 22.85103 -4.96720 -14.98551
N 22.53323 -5.90727 -13.88751
C 22.32147 -7.23426 -14.41240
C 21.85205 -8.18455 -13.28070
O 20.48561 -7.97407 -12.94396
C 19.99261 -8.94601 -12.06847
H 23.07910 -1.03117 -13.97786
H 24.02048 -2.00663 -12.75364
H 22.45278 -1.42457 -12.42150
H 24.31928 -3.79610 -13.76730
H 23.83911 -3.06009 -15.30258
H 23.44236 -5.51973 -15.71567
H 21.88521 -4.75199 -15.44269
H 21.69125 -5.52846 -13.47802
H 23.30834 -7.53993 -14.75990
H 21.53195 -7.20406 -15.16329
H 22.47844 -8.05923 -12.39751
H 22.00087 -9.19984 -13.64831
H 20.60757 -8.94491 -11.16851
H 19.90406 -9.96242 -12.45209
H 18.94902 -8.66871 -11.91975
C 24.12334 -8.94059 -7.20629
O 23.75044 -7.63868 -7.49140
C 24.74572 -6.88930 -8.26894
C 24.57804 -5.41727 -7.98999
N 23.53167 -4.72195 -8.69908
C 22.19848 -5.01646 -8.14559
C 21.03123 -4.48104 -8.92817
O 19.78420 -4.55378 -8.17242
C 19.23348 -5.84930 -8.20595
H 24.96499 -8.97841 -6.51469
H 24.43640 -9.58260 -8.02966
H 23.34566 -9.46191 -6.64815
H 24.63174 -7.17267 -9.31527
H 25.74118 -7.17062 -7.92540
H 25.50585 -4.91640 -8.26642
H 24.46453 -5.17000 -6.93450
H 23.37986 -5.17785 -9.58746
H 22.19853 -4.76475 -7.08505
H 22.14001 -6.10259 -8.07492
H 21.03613 -4.89799 -9.93525
H 21.21034 -3.41503 -9.06832
H 18.75204 -5.91302 -9.18178
H 18.48708 -6.03817 -7.43439
H 20.01593 -6.60678 -8.16014
C 30.94153 15.62731 -4.62850
O 30.70945 14.46680 -3.84474
C 29.80023 14.62493 -2.78746
C 29.13950 13.27362 -2.39383
N 28.41736 12.78979 -3.60026
C 28.17814 11.35726 -3.66129
C 27.31331 10.78516 -2.51056
O 28.05733 10.74675 -1.23924
C 27.28332 10.30848 -0.18232
H 31.50216 16.38786 -4.08504
H 29.99047 15.96684 -5.03876
H 31.52385 15.30536 -5.49184
H 28.98754 15.33911 -2.92007
H 30.34392 14.97361 -1.90944
H 28.55676 13.44652 -1.48906
H 29.99511 12.66539 -2.10041
H 28.93345 13.15284 -4.38890
H 29.15292 10.88292 -3.77490
H 27.56643 11.25804 -4.55798
H 27.02676 9.77145 -2.79052
H 26.36394 11.30991 -2.40375
H 26.80202 9.33602 -0.28606
H 26.51652 11.00875 0.14894
H 28.01006 10.19328 0.62183
C 30.53391 -4.07311 -4.65535
O 31.24578 -4.31417 -5.86704
C 32.60391 -3.99586 -5.74561
C 33.22225 -3.99926 -7.15818
N 33.21444 -5.33565 -7.76472
C 33.80559 -5.29191 -9.07723
C 32.79842 -4.84127 -10.16906
O 31.97477 -5.96221 -10.50791
C 30.87456 -5.63835 -11.30369
H 30.86790 -3.14479 -4.19192
H 30.76053 -4.95352 -4.05399
H 29.45394 -4.04310 -4.79975
H 33.09683 -4.70618 -5.08185
H 32.66666 -2.95402 -5.43137
H 34.21247 -3.54407 -7.13943
H 32.60249 -3.28993 -7.70669
H 32.28151 -5.70882 -7.86719
H 34.28093 -6.25489 -9.26390
H 34.58916 -4.53745 -9.14732
H 33.22903 -4.42971 -11.08190
H 32.12377 -4.09973 -9.74117
H 30.27539 -4.81497 -10.91490
H 30.27868 -6.53784 -11.45846
H 31.18989 -5.29995 -12.29067
C 13.82564 -6.59492 3.82467
O 13.51082 -5.46494 2.98180
C 14.59506 -4.60208 2.83155
C 14.23295 -3.43748 1.89739
N 15.33453 -2.67951 1.37518
C 16.10437 -3.41676 0.36653
C 17.14541 -2.52884 -0.32596
O 18.32287 -2.41729 0.43495
C 19.37770 -1.90996 -0.34041
H 14.79137 -6.96928 3.48507
H 13.14553 -7.42397 3.62920
H 13.90539 -6.23463 4.85030
H 15.43942 -5.08996 2.34458
H 14.98220 -4.28491 3.79985
H 13.47517 -2.84081 2.40517
H 13.62426 -3.77302 1.05775
H 14.91995 -1.85666 0.96147
H 15.51463 -3.91151 -0.40518
H 16.67448 -4.20848 0.85260
H 16.82704 -1.49477 -0.45816
H 17.38241 -2.91646 -1.31676
H 19.65850 -2.65853 -1.08129
H 20.20129 -1.65182 0.32530
H 19.05226 -0.98637 -0.81913
C 22.93957 7.55138 -7.44989
O 22.25099 7.96220 -6.27200
C 21.14327 8.72355 -6.44792
C 20.64155 9.24612 -5.14320
N 20.23989 8.14731 -4.24377
C 19.92860 8.70746 -2.95439
C 19.31708 7.64315 -2.01303
O 20.23164 6.52457 -1.75257
C 19.72489 5.66312 -0.71941
H 22.99975 8.29811 -8.24165
H 22.47837 6.70815 -7.96403
H 23.97112 7.40855 -7.12801
H 20.32766 8.10158 -6.81674
H 21.19994 9.54265 -7.16482
H 19.78076 9.87815 -5.36157
H 21.43250 9.86021 -4.71262
H 21.08551 7.59690 -4.28922
H 19.20709 9.52011 -3.03888
H 20.83270 9.05909 -2.45735
H 18.35805 7.24720 -2.34708
H 19.12665 8.15103 -1.06756
H 20.36569 4.81919 -0.46396
H 18.79256 5.21360 -1.06113
H 19.50711 6.12306 0.24450
C 23.49731 9.98564 -21.43014
O 23.78675 8.72224 -20.75099
C 24.15939 7.61991 -21.62597
C 24.25569 6.39734 -20.71307
N 25.49592 6.41535 -19.92240
C 25.64464 5.26799 -19.01684
C 26.96469 5.25046 -18.17093
O 27.00765 4.05563 -17.46443
C 27.89534 4.09671 -16.34593
H 23.22293 10.74683 -20.69979
H 22.71640 10.00717 -22.19028
H 24.42081 10.38904 -21.84547
H 25.10448 7.76713 -22.14868
H 23.42069 7.44711 -22.40864
H 24.34030 5.47862 -21.29349
H 23.35179 6.35666 -20.10528
H 25.54231 7.27386 -19.39240
H 25.73743 4.35756 -19.60896
H 24.77473 5.14646 -18.37140
H 27.02670 6.13309 -17.53437
H 27.85050 5.26015 -18.80601
H 27.66954 4.84509 -15.58630
H 28.90233 4.33026 -16.69163
H 27.85288 3.14371 -15.81857
C 32.84752 6.25511 -1.91583
O 33.31007 6.31060 -3.26491
C 33.57399 5.00094 -3.88562
C 33.74282 5.07415 -5.38903
N 35.03359 5.57941 -5.94279
C 35.46802 6.74667 -5.23705
C 36.57451 7.34812 -6.01996
O 36.05077 7.99065 -7.22438
C 35.70766 9.35085 -6.95239
H 33.53159 5.70681 -1.26812
H 31.89326 5.73607 -1.82591
H 32.75959 7.24065 -1.45857
H 32.77072 4.35357 -3.53382
H 34.45874 4.66420 -3.34531
H 32.98847 5.76973 -5.75678
H 33.64598 4.06753 -5.79576
H 34.92856 5.85236 -6.90952
H 35.83916 6.48673 -4.24569
H 34.62486 7.43725 -5.25419
H 37.32277 6.60161 -6.28630
H 37.10605 8.08625 -5.41937
H 34.93150 9.38599 -6.18792
H 35.37821 9.82128 -7.87880
H 36.58511 9.95152 -6.71281
C 26.60491 2.70113 -5.38030
C 26.37102 1.92817 -6.69886
C 27.69220 1.36149 -7.26098
O 25.33301 0.96303 -6.43404
H 27.39902 3.44063 -5.48342
H 26.90859 1.94486 -4.65648
H 25.71375 3.15588 -4.94771
H 25.92798 2.66963 -7.36373
H 27.54154 0.66721 -8.08765
H 28.34516 0.86129 -6.54576
H 28.30772 2.16089 -7.67353
H 25.39171 0.25136 -7.07566
*
```